[1]
C10H14OS | wB97M-V/def2-TZVPD

```
26
Properties=species:S:1:pos:R:3:mulliken_charge:R:1
C 0.75 -0.34 1.63 -2.07
C 1.27 0.06 0.29 1.65
C 2.75 -0.37 0.08 -1.53
C 1.15 1.64 -0.06 -1.06
C 0.47 1.36 -1.35 -0.96
C 0.24 -0.21 -0.92 1.03
O 0.60 -1.15 -1.91 -0.60
C -1.17 -0.37 -0.44 -0.36
C -2.04 -1.43 -0.16 -0.83
C -3.19 -0.96 0.49 -0.20
C -3.37 0.38 0.49 -0.53
S -2.06 1.15 -0.31 -0.08
H 0.67 -1.38 1.78 0.45
H -0.21 -0.09 1.73 0.54
H 1.28 0.08 2.45 0.43
H 2.89 -0.67 -0.98 0.36
H 3.07 -1.29 0.64 0.34
H 3.34 0.39 0.51 0.38
H 2.05 2.16 -0.08 0.46
H 0.44 2.11 0.56 0.34
H -0.44 1.87 -1.67 0.44
H 1.21 1.43 -2.28 0.29
H -0.22 -1.24 -2.43 0.43
H -1.58 -2.41 -0.08 0.38
H -3.93 -1.71 0.85 0.34
H -4.00 0.97 1.20 0.33
```

Properties
E, eV: -23477.3769
Multiplicity: 1
LUMO, hartree: 0.027
Frontier orbital gap, Eh: 0.347
Structure (SMILES): CC1(C)CC[C@]1(O)c1cccs1
Total charge: 0


[2]
C10H14PS | wB97M-V/def2-TZVPD

```
26
Properties=species:S:1:pos:R:3:mulliken_charge:R:1
C -0.39 1.42 3.72 -0.64
C -1.10 0.32 3.38 -0.38
C -0.02 2.30 2.73 -0.41
C -1.33 -0.01 2.03 -0.47
C -0.23 2.06 1.38 -0.45
C -0.84 0.87 1.01 0.83
C 1.50 -0.71 -1.80 -0.39
C 0.65 -1.72 -1.01 -0.52
C 1.00 0.68 -1.32 -0.58
C -0.71 -1.31 -1.29 -0.35
P -0.71 0.44 -0.69 0.15
S -0.45 -1.21 -4.97 -0.20
H -0.17 1.54 4.69 0.53
H -1.48 -0.44 4.09 0.35
H 0.66 3.12 2.98 0.34
H -1.81 -0.91 1.77 0.40
H 0.35 2.62 0.53 0.31
H 2.58 -0.74 -1.53 0.35
H 1.39 -0.72 -2.96 0.00
H 0.71 -2.74 -1.37 0.36
H 0.92 -1.79 0.09 0.26
H 1.71 1.07 -0.52 0.43
H 0.88 1.52 -2.10 0.37
H -1.10 -1.36 -2.38 0.10
H -1.42 -1.89 -0.67 0.39
H -0.58 -2.39 -5.77 0.22
```

Properties
E, eV: -30710.8384
Multiplicity: 1
LUMO (alpha / beta), hartree: -0.235 / -0.201
Frontier orbital gap (alpha / beta), Eh: 0.248 / 0.264
Total charge: +1


[3]
C10H14SSi | wB97M-V/def2-TZVPD

```
26
Properties=species:S:1:pos:R:3:mulliken_charge:R:1
C -1.15 3.43 -2.53 -0.40
C -1.30 2.09 -2.90 -0.47
C -0.95 3.62 -1.20 -0.71
C 0.24 1.94 0.29 -0.65
C -1.19 1.35 -1.76 0.08
C -0.12 -0.39 -0.11 0.04
C -0.97 2.32 -0.59 0.56
C 0.89 -0.95 2.72 -1.26
C 2.25 -2.15 0.04 -1.12
C -0.52 -3.36 1.01 -1.19
Si 0.59 -1.75 0.94 0.59
S -1.10 -0.31 -1.36 -0.15
H -0.96 4.15 -3.30 0.40
H -1.39 1.75 -3.96 0.38
H -0.76 4.57 -0.73 0.41
H -0.09 1.89 1.45 0.10
H -1.83 2.32 0.13 0.28
H 1.82 -0.41 2.60 0.32
H 0.20 -0.28 3.11 0.39
H 1.06 -1.62 3.49 0.42
H 2.46 -1.51 -0.70 0.40
H 3.03 -2.11 0.82 0.31
H 2.04 -3.19 -0.36 0.27
H -1.14 -3.62 1.88 0.36
H -1.22 -3.50 0.13 0.31
H 0.09 -4.27 0.89 0.34
```

Properties
E, eV: -29302.7679
Multiplicity: 1
LUMO, hartree: -0.026
Frontier orbital gap, Eh: 0.244
Total charge: 0